Record 1
139
Properties=species:S:1:pos:R:3:forces:R:3 method="wB97M-V/def2-TZVPD" homo_lumo_gap_ev=4.75 energy_ev=-183101.3749 e_lumo_ev=-9.57 total_charge=+3 relative_energy_kcal_mol=49.8
Ta -0.461 -0.256 -0.126 0.46 -0.99 2.36
Sb -3.073 -0.129 0.671 -0.22 0.82 1.07
As 2.085 -2.056 -0.527 0.71 -0.79 1.11
S 0.614 0.020 5.259 -0.34 -0.01 -0.33
Si -1.875 -2.282 -2.407 -1.07 -0.04 -1.12
Si -6.546 -0.428 0.466 0.26 -0.12 -0.30
Si -2.721 -1.538 3.169 -0.80 -0.24 -0.15
Si -3.181 2.599 1.057 -0.29 0.00 0.08
O -1.010 -1.692 -1.077 0.35 -0.92 -1.20
O -0.055 1.519 0.037 -0.38 1.64 0.09
O 1.184 3.307 0.520 -0.11 -0.29 0.00
N 1.300 0.928 -2.042 -0.39 0.03 0.39
N 0.190 0.243 2.542 0.13 0.08 -1.01
N -1.108 -1.284 3.713 -0.54 -0.30 0.25
C 3.967 -2.627 -0.774 -0.03 0.28 -0.62
C 2.716 1.460 -3.880 0.05 0.07 0.04
C -3.915 1.574 -4.116 0.01 0.03 0.00
C -0.480 -5.295 0.438 -0.01 -0.01 0.09
C 2.826 0.055 1.182 0.07 -0.05 -0.17
C 2.956 2.722 -3.363 -0.01 -0.09 -0.05
C -6.411 -2.178 -0.122 -0.13 0.24 0.23
C -4.614 -5.398 -2.395 -0.05 -0.03 -0.03
C -3.742 -4.396 -2.792 0.09 0.08 -0.05
C -3.137 -3.369 3.049 0.05 0.40 -0.32
C 0.572 -2.986 -3.802 -0.06 0.00 0.04
C -4.823 -5.646 -1.045 0.02 0.01 0.00
C -0.799 -2.739 -3.863 0.02 0.02 0.45
C -4.774 2.867 2.040 0.32 -0.03 -0.25
C 3.112 -2.045 2.307 -0.23 -0.14 0.03
C 5.801 -4.035 -0.125 0.06 0.05 0.00
C 1.884 0.590 -3.188 -0.14 -0.27 0.06
C -1.434 -2.831 -5.107 -0.05 0.06 0.12
C 1.562 2.142 -1.533 -0.11 -0.27 -0.26
C 3.972 -0.011 3.282 0.05 0.02 -0.04
C -0.722 -3.167 -6.247 -0.04 0.00 -0.03
C -2.032 0.446 -3.151 0.05 -0.13 0.04
C -2.585 1.585 -3.716 0.08 0.03 0.07
C 1.499 -3.906 5.706 0.03 0.04 0.04
C 1.520 -2.535 5.924 0.04 0.03 -0.11
C -4.674 0.425 -3.952 -0.05 0.02 -0.04
C -6.603 0.895 -0.831 -0.02 -0.04 0.37
C 4.457 -3.711 -0.053 -0.22 -0.07 0.01
C 4.825 -1.875 -1.564 -0.27 0.06 -0.06
C -4.170 -4.876 -0.094 0.01 0.05 0.06
C -0.009 -6.305 -0.387 0.02 -0.03 -0.03
C -0.229 -2.258 4.262 0.22 -0.23 0.28
C -7.059 -0.084 2.215 0.11 -0.18 -0.27
C -3.081 -3.604 -1.848 0.40 0.17 0.05
C 1.099 -6.079 -1.190 -0.05 0.02 0.02
C 0.904 2.419 -0.223 0.90 1.32 -0.65
C -2.786 -0.717 -2.960 0.15 -0.30 0.03
C 0.678 -1.729 5.180 0.10 0.06 -0.07
C 3.804 -1.392 3.314 -0.09 0.03 0.06
C -1.802 3.547 1.923 -0.17 -0.28 -0.05
C 1.287 -3.833 -0.310 -0.09 0.14 -0.18
C 0.661 -4.436 4.737 0.00 -0.02 0.03
C -1.540 1.165 4.072 0.06 -0.19 0.00
C -0.555 0.040 3.817 0.14 0.04 0.11
C 6.171 -2.210 -1.640 0.08 0.06 0.00
C -4.117 -0.707 -3.368 0.09 -0.10 0.04
C 2.616 -1.327 1.224 -0.11 0.17 -0.07
C 3.481 0.718 2.211 0.05 0.05 -0.01
C 1.741 -4.852 -1.149 0.15 0.14 0.02
C 1.287 -3.329 -4.940 0.08 0.05 0.00
C 0.151 -4.060 0.457 0.14 0.23 0.13
C 6.661 -3.285 -0.918 -0.02 0.02 -0.03
C -4.145 -0.819 4.183 0.36 0.17 -0.20
C -3.317 3.193 -0.726 0.01 -0.17 0.36
C 0.640 -3.418 -6.164 0.01 -0.01 0.02
C -0.206 -3.621 4.018 -0.04 -0.10 -0.08
C -3.318 -3.859 -0.497 0.14 0.13 -0.08
C 2.377 3.071 -2.150 -0.09 0.00 0.12
H -7.232 -2.423 -0.804 -0.04 0.12 -0.03
H 3.582 3.426 -3.894 0.03 0.00 0.01
H -2.359 3.075 -1.233 0.02 -0.02 -0.07
H -3.961 -1.043 5.237 0.07 -0.02 0.04
H 7.710 -3.540 -0.973 0.01 -0.01 0.00
H -2.220 1.304 3.231 0.08 -0.02 0.10
H 0.440 1.228 2.446 0.04 0.00 -0.01
H -1.879 3.498 3.007 -0.10 0.08 -0.10
H 2.529 4.040 -1.694 0.04 -0.01 0.03
H -5.734 0.822 -1.486 0.02 -0.11 -0.05
H -4.865 3.935 2.250 -0.02 0.04 -0.01
H -3.568 4.256 -0.742 0.00 0.04 0.09
H -1.904 4.599 1.645 -0.09 0.00 -0.11
H -4.347 2.456 -4.570 -0.02 -0.02 -0.05
H 3.796 -4.317 0.552 0.04 -0.01 0.02
H -5.695 0.401 -4.312 -0.03 0.02 0.04
H 1.085 -2.918 -2.852 0.01 -0.07 -0.04
H -5.065 -1.335 3.905 0.07 -0.07 -0.07
H -5.666 2.566 1.493 -0.02 -0.01 0.00
H -0.865 -4.072 3.293 0.15 0.01 -0.03
H 0.664 -5.501 4.546 -0.01 0.01 0.01
H 1.198 -3.680 -7.053 0.00 -0.02 -0.01
H 1.081 -0.243 2.636 -0.02 -0.09 -0.02
H 2.176 -2.087 6.658 0.05 -0.08 0.02
H -2.103 0.951 4.977 -0.01 -0.01 0.01
H 3.165 1.141 -4.810 -0.02 0.00 -0.04
H -6.452 -2.889 0.702 0.03 0.03 0.05
H -6.402 0.625 2.719 -0.01 0.06 -0.08
H -4.216 -3.471 2.931 -0.04 0.07 -0.06
H -5.481 -6.446 -0.735 -0.02 -0.01 -0.01
H -8.063 0.353 2.213 -0.01 0.08 -0.11
H -2.657 -3.902 2.232 0.04 -0.03 0.04
H -4.074 2.663 -1.302 0.01 -0.07 -0.03
H -4.320 0.251 4.094 0.10 0.05 0.00
H 2.136 -4.554 6.292 0.02 0.00 -0.03
H 6.180 -4.873 0.444 -0.01 -0.03 -0.01
H -1.976 2.466 -3.874 -0.02 0.02 0.00
H -6.651 1.905 -0.425 -0.01 -0.04 0.08
H 2.536 0.617 0.298 0.05 -0.04 0.02
H -0.233 -3.257 1.086 -0.05 -0.07 0.14
H 4.513 0.489 4.074 0.00 0.00 0.02
H -2.495 -2.622 -5.183 0.00 0.02 -0.11
H -1.231 -3.230 -7.199 0.01 -0.01 -0.01
H -5.475 -2.331 -0.659 0.02 0.04 -0.09
H 6.835 -1.624 -2.260 0.01 0.01 -0.01
H -0.962 0.432 -2.932 -0.04 0.08 -0.05
H 1.462 -6.853 -1.852 0.02 -0.02 0.02
H -0.800 3.243 1.632 0.01 0.03 0.04
H 3.625 1.789 2.156 0.03 0.01 0.02
H -7.495 0.753 -1.450 -0.04 -0.11 0.01
H 1.672 -0.409 -3.554 0.01 0.03 -0.07
H -2.798 -3.255 0.239 -0.03 -0.06 0.08
H -3.557 -4.241 -3.848 -0.04 -0.06 -0.03
H 2.348 -3.531 -4.868 0.02 0.00 -0.03
H 4.445 -1.023 -2.118 0.06 -0.01 -0.04
H -4.760 2.354 3.003 0.04 -0.01 0.03
H -5.117 -6.001 -3.140 0.00 -0.01 -0.01
H -1.345 -5.482 1.061 -0.03 0.03 0.02
H -4.318 -5.075 0.960 -0.03 -0.03 0.00
H -0.985 2.087 4.243 -0.04 -0.02 -0.05
H -2.864 -3.859 3.986 -0.02 0.10 0.05
H 2.614 -4.684 -1.768 -0.02 -0.08 -0.04
H -7.108 -0.999 2.805 0.03 -0.03 -0.07
H -0.508 -7.264 -0.406 -0.01 -0.01 0.00
H -4.712 -1.609 -3.262 -0.06 0.01 -0.01
H 4.236 -1.965 4.120 -0.03 -0.06 0.12
H 2.989 -3.119 2.344 -0.02 -0.04 0.07



Record 2
15
Properties=species:S:1:pos:R:3:forces:R:3 method="wB97M-V/def2-TZVPD" homo_lumo_gap_ev=9.80 smiles="NC(=O)[C@H](N)CS" energy_ev=-19102.6716 e_lumo_ev=0.66 total_charge=0 relative_energy_kcal_mol=42.2
S 2.628 -0.371 -1.466 -0.49 -0.60 0.73
O -1.754 0.462 -0.963 -0.16 -0.36 2.29
N 0.923 0.197 1.306 -1.12 2.00 -0.19
N -2.168 -0.208 1.246 0.03 -0.32 0.05
C 0.222 -0.407 0.170 -1.14 -1.53 1.25
C -1.385 -0.035 0.102 1.55 0.04 -1.88
C 0.820 -0.159 -1.122 -0.23 1.12 -4.71
H 0.355 -1.478 0.192 -0.57 -0.82 1.10
H -2.281 -1.160 1.658 0.47 1.49 -0.47
H 1.543 0.937 0.944 0.57 -0.89 -0.25
H 0.213 0.878 1.587 -0.09 -0.38 1.20
H 2.940 0.899 -1.643 0.01 0.51 0.04
H 0.552 0.878 -1.435 0.33 -0.73 -0.13
H 0.357 -0.866 -1.917 0.48 1.33 1.39
H -2.966 0.432 1.343 0.35 -0.86 -0.43



Record 3
17
Properties=species:S:1:pos:R:3:forces:R:3 method="wB97M-V/def2-TZVPD" homo_lumo_gap_ev=10.21 energy_ev=-9335.1225 e_lumo_ev=0.87 total_charge=0 relative_energy_kcal_mol=89.1
O 1.511 0.380 -0.589 -1.09 -1.83 0.70
N 0.960 -1.909 0.152 -1.02 0.14 0.48
N -0.158 0.130 0.900 -4.33 -4.17 3.52
C 1.224 0.514 -1.960 0.12 -0.09 -0.24
C -1.205 -0.939 1.712 0.97 2.58 -0.26
C 0.559 -0.725 0.217 5.14 3.25 -3.55
C -0.851 1.309 0.406 0.23 0.08 -0.28
H -1.421 1.109 -0.505 0.01 0.00 -0.02
H -0.726 -1.861 2.037 0.40 0.33 -0.43
H 0.607 1.403 -2.158 -0.05 -0.12 0.01
H 0.721 -0.367 -2.389 0.07 0.14 0.12
H -2.073 -1.148 1.087 0.19 0.13 -0.11
H -1.480 -0.353 2.588 -0.22 -0.12 -0.06
H 2.165 0.649 -2.511 -0.13 -0.03 0.09
H -1.548 1.660 1.171 0.20 -0.18 -0.01
H -0.119 2.094 0.212 -0.08 -0.15 -0.02
H 1.836 -1.946 -0.371 -0.39 0.04 0.07



Record 4
10
Properties=species:S:1:pos:R:3:forces:R:3 method="wB97M-V/def2-TZVPD" homo_lumo_gap_ev=7.45 energy_ev=-9309.5294 e_lumo_ev=3.22 total_charge=-1 relative_energy_kcal_mol=22.5
O 0.395 1.034 1.247 0.00 0.11 -0.21
O 1.170 -0.419 -2.482 0.05 0.65 0.07
O -4.027 -2.115 1.270 -0.57 0.70 -0.34
O 1.906 1.336 -0.421 -0.10 -0.17 -0.06
C 1.427 0.783 0.602 0.04 0.01 0.46
H -4.603 -1.759 1.963 0.27 -0.18 -0.11
H 1.757 -0.500 -1.725 0.44 -0.71 0.33
H 1.037 0.522 -2.269 -0.47 0.08 -0.42
H 2.041 -0.066 1.034 0.04 0.04 -0.19
H -4.121 -1.450 0.559 0.31 -0.54 0.46



Record 5
119
Properties=species:S:1:pos:R:3:forces:R:3 method="wB97M-V/def2-TZVPD" homo_lumo_gap_ev=6.24 energy_ev=-145321.2832 e_lumo_ev=-3.39 total_charge=+1
Br 1.006 -1.772 -3.902 -0.88 0.20 1.49
S -1.000 0.732 -1.564 -0.58 1.92 -0.08
F 3.242 -6.775 -2.910 -1.34 2.08 -0.54
O 6.386 4.018 7.074 0.35 0.00 0.13
O -1.722 6.983 3.479 0.02 -0.21 0.37
O -2.646 8.101 -1.627 0.14 0.48 -0.18
O 2.101 -9.148 -1.517 -0.31 0.54 0.08
O 5.035 -6.626 0.282 0.05 0.11 -0.47
O 4.563 -9.831 -3.114 -0.10 0.56 -0.06
O -7.005 -3.025 -2.609 0.42 -0.18 0.13
O -5.789 -7.501 1.471 0.43 0.19 -0.24
O -5.602 -8.389 -1.717 -0.29 0.11 0.18
O 4.541 4.339 4.489 0.31 0.01 0.06
O 3.754 5.704 8.239 0.44 0.23 -0.11
O -5.614 1.959 -0.335 0.00 -0.54 0.23
N 1.166 4.946 -2.990 5.84 -1.24 -0.69
N 0.246 -0.530 -1.398 0.64 0.67 -2.04
N -0.497 -4.158 -2.651 -0.57 0.26 1.91
N 0.656 -3.437 -0.489 0.38 -0.01 -1.73
C -3.127 -2.273 -0.866 -0.43 -2.76 2.43
C -2.254 5.122 -0.815 -0.59 -0.40 -0.30
C 2.778 2.372 1.319 -0.20 -1.22 0.42
C 2.445 -5.523 -3.190 0.71 0.57 0.45
C 1.221 0.191 0.980 0.59 0.11 0.48
C -2.376 2.948 0.893 0.22 1.29 -0.26
C -4.544 -2.481 -0.008 2.91 -3.26 1.05
C 3.512 4.413 -4.035 -3.29 0.78 3.14
C -0.234 -1.679 -2.282 -1.65 -1.62 -0.93
C 3.776 4.420 -2.417 -6.57 1.15 -3.53
C 1.442 -4.689 -0.748 2.00 -0.81 0.82
C 1.925 1.451 0.216 0.05 1.01 0.16
C 2.633 -4.537 -1.894 0.47 -1.08 -0.07
C 0.509 -0.928 0.033 0.46 -1.07 2.38
C -0.325 5.292 -2.792 0.29 -0.70 0.82
C -4.690 -3.733 1.040 3.58 0.71 -2.09
C -1.851 -3.284 -0.707 -4.20 0.54 2.64
C -2.040 -4.540 0.380 -2.46 1.90 -0.05
C 2.252 4.763 -1.922 2.83 -0.66 -0.51
C -2.182 3.818 2.305 0.25 -1.65 -0.46
C 1.925 4.739 -4.300 3.39 -0.61 1.76
C -0.692 4.841 -1.224 0.22 1.05 -0.38
C -0.392 -3.118 -1.513 -1.66 -0.67 -0.09
C 0.584 3.721 2.333 -0.56 0.04 0.44
C -0.828 3.152 3.024 -0.59 0.24 -0.71
C 1.884 2.759 2.642 0.16 1.05 0.46
C 1.474 -2.267 -0.031 -0.62 0.31 1.40
C -3.418 -4.763 1.249 0.59 3.28 -3.06
C -3.088 3.803 -0.310 0.07 -0.86 -0.52
H 0.765 4.775 2.806 -0.25 -1.91 -1.00
H 2.596 3.386 3.365 -1.43 -1.60 -1.57
H 4.764 -9.010 -3.588 -0.04 -0.34 0.11
H -0.965 6.603 3.949 -0.21 0.17 -0.15
H -4.222 4.028 -0.034 2.61 -0.23 -0.61
H 4.621 -7.156 -0.415 0.14 0.01 0.22
H 0.441 3.893 1.173 0.18 -0.46 2.32
H -1.283 -1.373 -2.763 2.55 -0.78 1.23
H -3.005 1.965 1.058 1.39 1.87 -0.10
H 4.376 4.202 -4.804 -2.34 0.56 1.41
H 2.301 -8.326 -1.990 -0.02 -0.03 0.03
H -0.927 4.622 -3.574 1.23 1.67 1.68
H 1.093 -0.135 -1.907 -0.68 -0.62 1.17
H 3.750 -9.629 -2.628 0.20 -0.35 -0.06
H 2.787 -3.442 -2.275 -0.62 -2.06 0.75
H 5.440 4.399 4.131 -0.33 0.00 0.18
H -6.627 -3.232 -1.742 -0.14 -0.02 -0.30
H -0.559 -1.146 0.521 2.35 0.07 -1.34
H 2.088 -0.371 1.578 -1.88 1.17 -1.37
H -5.671 -3.906 1.679 2.28 0.54 -1.57
H 6.772 3.129 7.065 -0.24 0.24 0.01
H -0.033 5.533 -0.517 -1.22 -1.76 -1.55
H -5.470 -6.607 1.665 -0.20 -0.30 -0.12
H -1.207 -3.815 -3.336 0.61 -0.37 0.82
H -3.149 3.071 -1.251 0.04 1.36 1.76
H 1.468 4.826 -5.396 0.80 -0.13 3.00
H 1.504 1.825 3.255 0.97 1.71 -1.39
H -0.945 -4.987 -2.155 0.57 1.25 -1.13
H 2.644 1.114 -0.674 -1.36 0.52 1.99
H 1.809 -2.492 1.091 -0.73 0.52 -2.48
H -0.352 3.723 -1.140 -0.70 2.09 0.07
H -0.477 6.442 -2.961 0.15 -2.35 0.31
H 3.671 -4.851 -1.393 -2.27 0.61 -1.13
H 0.444 0.517 1.823 1.69 -0.45 -2.16
H -6.463 -3.537 -3.229 -0.24 0.15 0.18
H -2.507 8.825 -0.998 -0.06 -0.25 -0.16
H 2.940 -4.963 -4.112 -1.10 -1.70 1.79
H -0.936 1.984 2.830 0.36 2.33 0.58
H 1.353 -5.888 -3.390 2.23 0.86 0.37
H -5.766 -8.015 -0.839 -0.14 -0.04 -0.24
H 2.119 4.845 -0.743 -0.45 -0.01 -3.03
H 4.535 5.247 7.894 -0.19 -0.03 0.15
H 5.924 -6.444 -0.058 -0.26 -0.12 0.17
H -1.120 -5.281 0.552 -2.32 1.88 -0.36
H -0.881 3.354 4.180 0.43 -0.44 -2.24
H 1.288 -8.945 -1.030 0.31 -0.29 -0.13
H -3.126 3.556 2.964 1.93 0.94 -1.17
H -1.285 2.691 0.539 -2.13 0.19 0.66
H -3.489 -5.649 2.023 0.30 2.04 -1.77
H 7.062 4.563 7.505 -0.21 -0.13 -0.15
H -3.099 -1.340 -1.569 -0.02 -2.01 1.42
H -4.883 1.322 -0.343 -0.23 0.27 0.00
H 3.677 1.695 1.714 -1.76 1.60 -0.97
H 4.073 6.598 8.434 -0.20 -0.30 -0.05
H 4.665 4.409 5.447 0.03 -0.03 -0.24
H 2.452 -2.049 -0.634 -1.73 -0.24 0.79
H -2.062 4.972 2.104 -0.32 -2.44 0.53
H -2.649 8.540 -2.491 -0.05 -0.12 0.28
H 0.777 -5.667 -0.915 1.28 2.45 0.14
H -2.795 5.500 -1.806 1.02 -0.51 2.43
H -5.461 -1.757 -0.124 2.17 -1.48 0.10
H -5.007 -7.958 1.125 -0.17 0.01 0.26
H 1.147 2.188 -0.277 1.31 -1.60 1.00
H 3.194 3.332 0.792 -0.81 -1.90 1.04
H -2.466 6.848 4.086 0.21 0.09 -0.22
H -6.488 -8.590 -2.055 0.33 0.03 0.11
H 2.033 -4.922 0.265 -1.42 0.59 -2.06
H -2.307 5.925 0.043 0.12 -1.43 -2.04
H -6.288 1.534 0.216 0.13 0.20 -0.20
H -0.496 1.700 -2.490 0.13 -1.54 1.06
H 4.755 4.225 -1.793 -2.50 0.54 -1.39



Record 6
10
Properties=species:S:1:pos:R:3:forces:R:3 method="wB97M-V/def2-TZVPD" homo_lumo_gap_ev="8.68 / 9.10" energy_ev=-7169.3586 e_lumo_ev="-6.30 / -5.75" total_charge=+1 relative_energy_kcal_mol=153.9
O 0.705 1.120 -1.201 0.21 1.16 -0.93
N 1.218 -0.112 -1.302 -1.39 0.20 4.97
N -0.583 -1.170 1.023 -0.36 -1.00 0.68
C -0.331 -0.388 0.054 0.99 0.32 -0.22
C -0.077 1.130 -0.059 -2.28 -1.72 2.30
H -0.768 -1.062 2.019 0.33 1.65 0.16
H 0.395 1.427 0.962 -0.55 0.15 -1.99
H 1.317 -0.302 -2.233 0.46 -0.44 -3.66
H -1.177 1.530 -0.219 2.46 0.08 0.07
H -0.699 -2.173 0.956 0.13 -0.37 -1.39